Record 1
A 2-piece molecular cluster, C2H7NO3 overall. Source: the Open Molecules 2025 dataset; level of theory: ωB97M-V/def2-TZVPD.

Max |F|   4.59 eV/A
ΔE to the lowest compared entry with this formula, charge and spin   1.281 eV
Orbital gap   0.3871 Eh
E_HOMO   -0.3796 hartree

Each line ends with the Löwdin charge.
Element x y z (Å)
1 C 0.246 2.345 -1.098  -0.1107
2 N 1.098 1.972 -0.010  0.0168
3 C 0.887 0.750 0.582  -0.6339
4 O 1.175 0.479 1.729  0.0852
5 O 0.328 -0.109 -0.262  0.0889
6 H -0.767 2.622 -0.720  0.1021
7 H 0.316 1.451 -1.804  0.1038
8 H 0.736 3.151 -1.739  0.1038
9 H 0.901 2.730 0.513  0.0816
10 H -0.066 -0.772 0.382  0.1626
11 O -1.964 -5.033 0.727  -0.0709
12 H -1.748 -4.079 0.904  0.0541
13 H -1.143 -5.506 0.796  0.0168

Record 2
A 3-piece molecular cluster, C2H7NO4 overall. Source: the Open Molecules 2025 dataset; level of theory: ωB97M-V/def2-TZVPD.

Max |F|   1.06 eV/A
ΔE to the lowest compared entry with this formula, charge and spin   0.947 eV
Orbital gap   0.3580 Eh
E_HOMO   -0.3496 hartree

Each line ends with the Löwdin charge.
Element x y z (Å)
1 O -1.393 1.543 -2.538  0.0643
2 C -1.294 0.919 -1.515  -0.3092
3 N -0.489 -0.208 -1.395  0.0848
4 C 0.401 -0.644 -2.368  -0.3251
5 O 0.752 -0.076 -3.358  0.0820
6 H -1.910 1.157 -0.644  0.1195
7 H -0.379 -0.565 -0.459  0.0975
8 H 0.718 -1.686 -2.160  0.1287
9 O -0.782 0.279 1.543  -0.0613
10 H -0.828 -0.480 2.137  0.0442
11 H -1.202 0.997 2.040  0.0584
12 O 1.785 -0.276 2.845  -0.0601
13 H 2.441 0.093 3.443  0.0383
14 H 2.180 -1.052 2.429  0.0381

Record 3
A 2-piece molecular cluster, C2H7NO4P overall. Source: the Open Molecules 2025 dataset; level of theory: ωB97M-V/def2-TZVPD.

Max |F|   3.93 eV/A
Net charge   -1
ΔE to the lowest compared entry with this formula, charge and spin   0.249 eV
Orbital gap   0.2989 Eh
E_HOMO   -0.1533 hartree

Each line ends with the Löwdin charge.
Element x y z (Å)
1 C 1.350 0.569 -1.300  -0.0447
2 C 2.268 -0.099 -0.293  -0.5973
3 N 1.601 -0.654 0.780  0.0999
4 O -1.152 -0.709 1.085  -0.5382
5 O -3.405 0.440 1.132  -0.3717
6 O -2.268 -0.064 -1.033  -0.3832
7 O 3.494 -0.255 -0.221  -0.0527
8 P -1.797 0.524 0.470  0.4545
9 H 0.681 1.249 -0.657  0.0552
10 H 1.905 1.155 -2.133  0.0976
11 H 0.650 -0.169 -1.734  0.0737
12 H 2.092 -1.079 1.621  0.1271
13 H -2.531 -1.006 -0.644  0.0768
14 H 0.567 -0.593 0.860  0.0012
15 H -3.455 0.690 2.066  0.0018

Record 4
A 2-piece molecular cluster, C2H7NO4P overall. Source: the Open Molecules 2025 dataset; level of theory: ωB97M-V/def2-TZVPD.

Max |F|   3.92 eV/A
Net charge   -1
ΔE to the lowest compared entry with this formula, charge and spin   1.063 eV
Orbital gap   0.3283 Eh
E_HOMO   -0.1870 hartree

Each line ends with the Löwdin charge.
Element x y z (Å)
1 C -0.849 0.530 -0.631  -0.0798
2 C 0.131 -0.296 0.111  -0.4658
3 N -0.116 -0.557 1.441  0.0577
4 O 2.694 -0.910 0.947  -0.3410
5 O 2.414 -0.030 -1.412  -0.3388
6 O 1.971 1.439 0.617  -0.1922
7 O 0.141 -2.051 -0.746  -0.2473
8 P 1.941 -0.092 -0.018  0.1971
9 H -1.704 0.724 0.093  0.0734
10 H -0.391 1.566 -0.828  0.0980
11 H -1.355 0.135 -1.598  0.1071
12 H 0.642 -1.180 1.823  0.1079
13 H 1.923 1.299 1.548  0.0193
14 H -1.058 -0.692 1.720  0.0707
15 H 0.918 -2.158 -1.243  -0.0664

Record 5
C2H7NO4S as an isolated structure. Source: the Open Molecules 2025 dataset; level of theory: ωB97M-V/def2-TZVPD.

Max |F|   6.18 eV/A
ΔE to the lowest compared entry with this formula, charge and spin   0.619 eV
Orbital gap   0.4071 Eh
E_HOMO   -0.3854 hartree

Each line ends with the Löwdin charge.
Element x y z (Å)
1 C -1.737 0.709 0.006  -0.0456
2 C -0.921 -0.405 -0.606  -0.2696
3 N -0.571 -1.293 0.323  0.0791
4 O 1.972 -1.328 -0.526  -0.2450
5 O 3.027 0.800 -0.721  -0.2673
6 O 1.479 0.408 1.084  -0.1861
7 O 0.577 0.573 -1.116  -0.2893
8 S 1.842 0.041 -0.454  0.4406
9 H -1.459 0.853 1.052  0.0791
10 H -2.841 0.431 0.111  0.1189
11 H -1.587 1.611 -0.522  0.0687
12 H -1.212 -0.698 -1.637  0.1586
13 H 0.214 -1.963 0.149  0.1206
14 H -0.704 -0.855 1.275  0.1316
15 H 1.919 1.116 1.583  0.1058

Record 6
A single C2H7NOS molecule. Source: the Open Molecules 2025 dataset; level of theory: ωB97M-V/def2-TZVPD.

Max |F|   2.96 eV/A
ΔE to the lowest compared entry with this formula, charge and spin   2.267 eV
Orbital gap   0.3489 Eh
E_HOMO   -0.3190 hartree

Each line ends with the Löwdin charge.
Element x y z (Å)
1 C -0.135 1.169 -0.778  -0.1711
2 N 0.078 -0.073 -0.001  -0.5671
3 C -1.087 -0.918 0.188  -0.1634
4 S 1.529 -0.937 -0.135  0.8829
5 O 2.038 -0.762 1.435  -0.4583
6 H 0.790 1.774 -1.003  0.0772
7 H -0.538 1.201 -1.894  0.1089
8 H -0.758 1.829 -0.239  0.0448
9 H -1.045 -1.620 -0.598  0.0511
10 H -1.028 -1.528 1.041  0.0529
11 H -2.030 -0.309 0.346  0.1108
12 H 2.186 0.172 1.636  0.0315

Record 7
A 2-piece molecular cluster, C2H7NOS overall. Source: the Open Molecules 2025 dataset; level of theory: ωB97M-V/def2-TZVPD.

Max |F|   1.90 eV/A
ΔE to the lowest compared entry with this formula, charge and spin   0.646 eV
Orbital gap   0.3681 Eh
E_HOMO   -0.3418 hartree

Each line ends with the Löwdin charge.
Element x y z (Å)
1 N 0.642 -1.606 -0.218  0.1038
2 C 1.626 -1.859 0.719  -0.4141
3 O 2.803 -1.636 0.577  0.0149
4 H -0.242 -1.886 0.171  0.0698
5 H 0.710 -1.547 -1.232  0.1106
6 H 1.200 -2.265 1.638  0.1194
7 C -0.619 2.318 -0.326  -0.5140
8 S -1.926 1.093 -0.311  0.6099
9 H -0.511 2.907 -1.219  0.0227
10 H -0.565 2.922 0.581  0.0325
11 H 0.263 1.687 -0.139  0.0119
12 H -2.924 1.906 0.047  -0.1675

Record 8
A 2-piece molecular cluster, C2H7NOS overall. Source: the Open Molecules 2025 dataset; level of theory: ωB97M-V/def2-TZVPD.

Max |F|   3.75 eV/A
ΔE to the lowest compared entry with this formula, charge and spin   0.938 eV
Orbital gap   0.3448 Eh
E_HOMO   -0.3191 hartree

Each line ends with the Löwdin charge.
Element x y z (Å)
1 N 2.041 0.841 1.402  0.1093
2 C 1.297 0.019 0.671  -0.4061
3 O 0.652 -0.958 1.116  -0.0373
4 H 2.530 1.556 0.858  0.1053
5 H 1.771 1.112 2.362  0.1290
6 H 1.518 0.213 -0.374  0.1224
7 C -1.579 -0.947 -0.827  -0.5367
8 S -1.688 0.319 -2.057  0.6199
9 H -1.685 -0.548 0.216  0.0485
10 H -0.555 -1.397 -0.792  0.0207
11 H -2.349 -1.630 -1.189  0.0111
12 H -1.954 1.420 -1.385  -0.1860

Record 9
A 2-piece molecular cluster, C2H7NOSi overall. Source: the Open Molecules 2025 dataset; level of theory: ωB97M-V/def2-TZVPD.

Max |F|   3.89 eV/A
ΔE to the lowest compared entry with this formula, charge and spin   2.100 eV
Orbital gap   0.3764 Eh
E_HOMO   -0.3615 hartree

Each line ends with the Löwdin charge.
Element x y z (Å)
1 H -1.155 -0.719 1.395  -0.0310
2 N -2.092 -0.280 1.191  -0.1877
3 Si -2.465 1.045 0.436  0.4650
4 O -4.065 1.192 0.015  -0.2166
5 H -2.040 2.409 0.137  -0.0393
6 H -4.579 0.646 0.566  0.0082
7 C 3.332 -1.035 -0.708  -0.0757
8 C 2.077 -0.451 -0.637  -0.0815
9 H 3.926 -0.840 -1.564  0.0127
10 H 3.817 -1.753 0.019  0.0645
11 H 1.726 0.425 -1.184  0.0370
12 H 1.517 -0.640 0.334  0.0443

Record 10
A 2-piece molecular cluster, C2H7NS overall. Source: the Open Molecules 2025 dataset; level of theory: ωB97M-V/def2-TZVPD.

Max |F|   4.32 eV/A
Net charge   -1
ΔE to the lowest compared entry with this formula, charge and spin   1.528 eV
Multiplicity   2
Orbital gap (spin up / spin down)   0.1201 / 0.2700 Eh
E_HOMO (spin up / spin down)   0.0226 / -0.1298 hartree

Each line ends with the Löwdin charge.
Element x y z (Å)
1 S 1.508 1.575 -2.237  0.3007
2 H 0.959 1.146 -1.054  -0.2591
3 C 0.206 -0.190 1.489  -0.3132
4 C -1.083 -1.024 -0.325  -0.3150
5 N -0.266 -0.110 0.103  -0.3160
6 H 0.853 -1.154 1.716  0.0414
7 H -0.599 0.017 2.366  0.0542
8 H 1.019 0.669 1.627  0.0485
9 H -1.463 -1.739 0.423  -0.0275
10 H -1.324 -1.069 -1.370  -0.0388
11 H 0.191 1.879 -2.738  -0.1751

Record 11
A 2-piece molecular cluster, C2H7NS overall. Source: the Open Molecules 2025 dataset; level of theory: ωB97M-V/def2-TZVPD.

Max |F|   1.44 eV/A
ΔE to the lowest compared entry with this formula, charge and spin   1.074 eV
Orbital gap   0.3827 Eh
E_HOMO   -0.3542 hartree

Each line ends with the Löwdin charge.
Element x y z (Å)
1 C 1.379 -0.238 -0.066  -0.0910
2 N 0.992 -1.354 0.368  -0.0926
3 C -0.124 -1.391 1.275  -0.1657
4 H 1.082 0.694 0.435  0.0690
5 H 1.988 -0.208 -0.967  0.0674
6 H -0.333 -0.427 1.767  0.0689
7 H 0.054 -2.069 2.116  0.0703
8 H -1.006 -1.738 0.742  0.0771
9 S -0.891 2.177 -2.287  0.4633
10 H -1.977 2.958 -2.269  -0.2259
11 H -1.165 1.597 -1.113  -0.2408

Record 12
A single C2H7NS molecule. Source: the Open Molecules 2025 dataset; level of theory: ωB97M-V/def2-TZVPD.

Max |F|   2.69 eV/A
ΔE to the lowest compared entry with this formula, charge and spin   0.689 eV
Orbital gap   0.3685 Eh
E_HOMO   -0.3357 hartree

Each line ends with the Löwdin charge.
Element x y z (Å)
1 N 1.169 -0.517 1.384  -0.0177
2 C 0.380 0.394 0.578  -0.3969
3 C -0.587 -0.126 -0.532  -0.5776
4 S -1.445 1.315 -1.299  0.6509
5 H 0.700 -1.358 1.496  0.0249
6 H 1.976 -0.929 0.871  0.0843
7 H 1.025 1.220 0.176  0.1091
8 H -0.139 1.037 1.353  0.1095
9 H 0.036 -0.554 -1.382  0.0703
10 H -1.143 -1.072 -0.307  0.0793
11 H -1.970 0.590 -2.338  -0.1361

Record 13
A 2-piece molecular cluster, C2H7NS overall. Source: the Open Molecules 2025 dataset; level of theory: ωB97M-V/def2-TZVPD.

Max |F|   5.21 eV/A
ΔE to the lowest compared entry with this formula, charge and spin   1.301 eV
Multiplicity   3
Orbital gap (spin up / spin down)   0.3270 / 0.3142 Eh
E_HOMO (spin up / spin down)   -0.2944 / -0.3305 hartree

Each line ends with the Löwdin charge.
Element x y z (Å)
1 C -1.604 0.479 1.339  0.0281
2 C 1.235 -1.063 -0.433  -0.2218
3 N 0.357 0.051 -0.590  -0.5749
4 S 0.760 1.488 -1.234  0.7440
5 H -1.196 -0.043 2.245  0.0011
6 H -2.060 1.497 1.282  -0.0094
7 H -1.515 0.032 0.343  -0.0525
8 H 2.350 -0.700 -0.231  0.1087
9 H 0.877 -1.608 0.406  0.0570
10 H 1.231 -1.662 -1.265  0.0383
11 H -0.436 1.528 -1.861  -0.1184

Record 14
A single C2H7NS2 molecule. Source: the Open Molecules 2025 dataset; level of theory: ωB97M-V/def2-TZVPD.

Max |F|   2.17 eV/A
ΔE to the lowest compared entry with this formula, charge and spin   0.574 eV
Orbital gap   0.3187 Eh
E_HOMO   -0.2958 hartree

Each line ends with the Löwdin charge.
Element x y z (Å)
1 N -2.674 0.341 -1.258  -0.0250
2 C -1.813 0.069 -0.111  -0.3634
3 C -0.592 -0.790 -0.639  -0.5335
4 S 0.624 -0.698 0.712  0.4013
5 S 2.017 0.777 0.283  0.2836
6 H -3.533 0.831 -1.052  0.0629
7 H -2.899 -0.528 -1.724  0.0611
8 H -1.385 1.005 0.207  0.0816
9 H -2.238 -0.527 0.704  0.0976
10 H -0.828 -1.857 -0.629  0.0581
11 H -0.306 -0.485 -1.640  0.0774
12 H 2.376 0.933 1.565  -0.2017

Record 15
A 2-piece molecular cluster, C2H7NS2 overall. Source: the Open Molecules 2025 dataset; level of theory: ωB97M-V/def2-TZVPD.

Max |F|   7.54 eV/A
ΔE to the lowest compared entry with this formula, charge and spin   3.032 eV
Orbital gap   0.2686 Eh
E_HOMO   -0.3053 hartree

Each line ends with the Löwdin charge.
Element x y z (Å)
1 C 3.296 -0.225 -0.185  -0.3214
2 N 2.293 0.173 -1.025  -0.6374
3 S 0.867 -0.258 -0.858  0.7114
4 H 3.254 -1.018 0.557  0.0587
5 H 4.198 -0.534 -0.800  0.0966
6 H 3.698 0.721 0.361  0.1202
7 C -3.138 0.370 0.850  -0.4005
8 S -3.126 0.273 -1.014  0.5917
9 H -3.956 0.815 1.120  -0.0539
10 H -2.285 1.014 1.035  0.0159
11 H -2.919 -0.698 1.088  0.0460
12 H -2.184 -0.632 -1.129  -0.2272

Record 16
A 2-piece molecular cluster, C2H7NS3 overall. Source: the Open Molecules 2025 dataset; level of theory: ωB97M-V/def2-TZVPD.

Max |F|   4.27 eV/A
ΔE to the lowest compared entry with this formula, charge and spin   0.159 eV
Orbital gap   0.3537 Eh
E_HOMO   -0.3319 hartree

Each line ends with the Löwdin charge.
Element x y z (Å)
1 C -1.621 1.549 0.296  -0.0507
2 N -0.722 0.789 -0.190  -0.1136
3 C -0.546 0.393 -1.535  -0.1835
4 H -2.484 1.948 -0.316  0.0837
5 H -1.725 1.767 1.300  0.0310
6 H -1.145 1.083 -2.297  0.1044
7 H 0.464 0.480 -1.933  0.0531
8 H -0.838 -0.692 -1.662  0.0945
9 S 1.274 -2.969 1.011  0.1759
10 S 2.614 -1.789 1.956  -0.0658
11 S 2.716 -0.368 0.544  0.2038
12 H 0.103 -2.792 1.794  -0.1433
13 H 1.908 0.600 1.032  -0.1896

Record 17
A 2-piece molecular cluster, C2H7O overall. Source: the Open Molecules 2025 dataset; level of theory: ωB97M-V/def2-TZVPD.

Max |F|   2.06 eV/A
Net charge   -1
ΔE to the lowest compared entry with this formula, charge and spin   0.414 eV
Orbital gap   0.2254 Eh
E_HOMO   -0.0743 hartree

Each line ends with the Löwdin charge.
Element x y z (Å)
1 O -1.228 2.264 -0.648  -0.6784
2 H -0.875 2.940 -0.054  -0.2317
3 C 1.157 -1.615 0.018  -0.2249
4 C 0.073 -0.710 0.566  -0.2219
5 H 0.702 -2.012 -0.956  0.0723
6 H 2.196 -1.177 -0.103  0.0717
7 H 1.136 -2.533 0.616  0.0336
8 H -0.934 -1.184 0.623  0.0600
9 H -0.020 0.220 -0.100  0.0546
10 H 0.245 -0.414 1.652  0.0647

Record 18
A 2-piece molecular cluster, C2H7O overall. Source: the Open Molecules 2025 dataset; level of theory: ωB97M-V/def2-TZVPD.

Max |F|   2.67 eV/A
Net charge   +2
ΔE to the lowest compared entry with this formula, charge and spin   1.472 eV
Multiplicity   2
Orbital gap (spin up / spin down)   0.4407 / 0.1929 Eh
E_HOMO (spin up / spin down)   -0.8178 / -0.8175 hartree

Each line ends with the Löwdin charge.
Element x y z (Å)
1 O 1.949 1.630 0.725  0.5214
2 H 2.755 1.388 1.297  0.2416
3 H 2.228 2.561 0.417  0.2442
4 H 0.129 -0.129 0.223  0.1729
5 C -1.317 -1.561 -0.595  0.2499
6 C -0.862 -0.308 -0.424  -0.0247
7 H -1.102 -2.349 0.134  0.1343
8 H -1.883 -1.923 -1.440  0.1320
9 H -0.785 0.124 0.676  0.2032
10 H -1.113 0.567 -1.014  0.1251

Record 19
A 2-piece molecular cluster, C2H7O2 overall. Source: the Open Molecules 2025 dataset; level of theory: ωB97M-V/def2-TZVPD.

Max |F|   2.29 eV/A
Net charge   -1
ΔE to the lowest compared entry with this formula, charge and spin   0.468 eV
Orbital gap   0.2690 Eh
E_HOMO   -0.0973 hartree

Each line ends with the Löwdin charge.
Element x y z (Å)
1 C -1.111 -0.182 -0.631  -0.5276
2 O 0.226 -0.415 -0.358  -0.3846
3 C -2.051 0.209 0.576  -0.1396
4 H -1.173 0.655 -1.336  0.0621
5 H -1.533 -1.024 -1.136  0.0494
6 H -2.928 0.771 0.073  0.0602
7 H -2.407 -0.617 1.222  0.0416
8 H -1.543 0.960 1.156  0.0313
9 H 1.816 -0.014 0.043  -0.0200
10 H 3.055 -0.399 0.836  0.0054
11 O 2.735 0.353 0.292  -0.1782

Record 20
An isolated ion of composition C2H7O2 and charge +1. Source: the Open Molecules 2025 dataset; level of theory: ωB97M-V/def2-TZVPD.

Max |F|   4.57 eV/A
Net charge   +1
ΔE to the lowest compared entry with this formula, charge and spin   5.097 eV
Orbital gap   0.4178 Eh
E_HOMO   -0.6623 hartree

Each line ends with the Löwdin charge.
Element x y z (Å)
1 C -0.298 1.171 0.147  -0.0101
2 C -0.434 -1.133 -0.172  0.0632
3 O 1.782 0.105 0.108  0.1664
4 O 0.254 -0.061 0.512  -0.1685
5 H -1.037 1.402 0.829  0.0991
6 H 0.491 1.998 0.229  0.1635
7 H -0.856 1.181 -0.837  0.1482
8 H -0.090 -1.250 -1.216  0.1498
9 H -0.530 -1.928 0.576  0.1383
10 H -1.438 -0.704 -0.210  0.1166
11 H 2.156 -0.782 0.035  0.1336